Entry 1:
C24H24N4O3S | ωB97M-V/def2-TZVPD

Properties
Kohn-Sham gap: 7.4 eV
LUMO energy: 0.1 eV
SMILES: Cc1ccc(C(=O)NC(=S)Nc2ccc(N3CCN(C(=O)c4ccco4)CC3)cc2)cc1
Energy above the lowest of the compared OMol25 structures with the same formula, charge and spin: 0.0 kJ/mol
HOMO level: -7.316 eV

Geometry as XYZ:
```
56
C24H24N4O3S (ωB97M-V/def2-TZVPD)
C -2.253 -1.814 9.259
C -1.763 -1.430 7.899
C -1.960 -2.274 6.811
C -1.524 -1.915 5.552
C -0.892 -0.690 5.343
C -0.682 0.154 6.432
C -1.113 -0.218 7.690
H -0.936 0.441 8.528
H -0.151 1.088 6.317
C -0.443 -0.375 3.968
O -0.190 -1.249 3.150
N -0.352 0.958 3.681
C 0.076 1.579 2.506
N 0.412 0.756 1.510
C 0.889 0.997 0.223
C 1.216 -0.124 -0.540
C 1.690 0.002 -1.827
C 1.859 1.262 -2.412
C 1.544 2.380 -1.629
C 1.063 2.256 -0.344
H 0.833 3.143 0.221
H 1.697 3.371 -2.024
N 2.378 1.437 -3.683
C 1.862 2.490 -4.540
H 1.079 3.032 -4.009
C 1.259 1.879 -5.821
N 0.709 0.575 -5.516
C -0.617 0.494 -5.233
O -1.344 1.473 -5.300
C -1.198 -0.814 -4.886
C -2.421 -1.024 -4.301
C -2.589 -2.422 -4.217
C -1.466 -2.964 -4.766
O -0.619 -2.007 -5.170
H -1.162 -3.981 -4.921
H -3.426 -2.950 -3.811
H -3.097 -0.260 -3.976
C 1.723 -0.403 -5.187
H 2.099 -0.878 -6.102
C 2.873 0.319 -4.445
H 3.405 -0.373 -3.793
H 3.595 0.715 -5.167
H 1.293 -1.175 -4.552
H 2.014 1.758 -6.602
H 0.451 2.509 -6.194
H 2.665 3.191 -4.803
H 1.919 -0.900 -2.371
H 1.087 -1.109 -0.115
H 0.314 -0.237 1.752
S 0.103 3.230 2.551
H -0.620 1.625 4.394
H -1.666 -2.572 4.708
H -2.455 -3.223 6.956
H -2.140 -2.884 9.423
H -3.313 -1.573 9.351
H -1.715 -1.276 10.035
```

Entry 2:
C24H24N6ORuS | ωB97M-V/def2-TZVPD

Properties
Kohn-Sham gap (alpha / beta): 5.5 / 5.6 eV
LUMO energy (alpha / beta): -4.5 / -4.3 eV
Total charge: +1
Energy above the lowest of the compared OMol25 structures with the same formula, charge and spin: 121.7 kJ/mol
HOMO level (alpha / beta): -9.937 / -9.910 eV
2S+1: 2

Geometry as XYZ:
```
57
C24H24N6ORuS (ωB97M-V/def2-TZVPD)
Ru -0.879 -1.365 -0.551
C 3.921 -4.277 -0.716
C 4.419 -2.994 -0.846
C 3.581 -1.887 -0.864
C 2.193 -2.024 -0.744
C 1.714 -3.331 -0.639
C 2.549 -4.433 -0.619
N 1.203 -0.978 -0.765
C 1.433 0.330 -0.885
C 2.673 1.067 -0.828
C 2.721 2.407 -1.049
C 1.567 3.189 -1.335
C 0.362 2.575 -1.338
C 0.283 1.177 -1.086
N -0.902 0.537 -1.008
N -2.013 1.204 -1.161
C -3.110 0.376 -1.049
C -4.398 0.887 -1.191
C -5.469 0.027 -1.067
C -5.243 -1.322 -0.803
C -3.944 -1.762 -0.671
N -2.899 -0.932 -0.792
H 4.584 -5.131 -0.700
H 5.485 -2.832 -0.944
H 4.072 -0.949 -1.006
H 0.657 -3.490 -0.557
H 2.115 -5.420 -0.528
H 3.597 0.594 -0.577
H 3.687 2.895 -1.003
H 1.653 4.249 -1.529
H -0.554 3.116 -1.529
H -4.521 1.938 -1.412
H -6.479 0.399 -1.176
H -6.058 -2.023 -0.703
H -3.702 -2.791 -0.454
C -1.531 -4.532 -0.514
O -1.267 -3.190 -0.228
H -2.605 -4.697 -0.649
H -1.202 -5.159 0.319
H -1.022 -4.859 -1.426
C -1.782 3.981 1.320
C -0.739 2.998 1.716
C 0.527 3.300 2.155
C 1.396 2.249 2.456
N 1.038 0.967 2.303
C -0.175 0.690 1.886
S -0.739 -0.957 1.705
N -1.053 1.692 1.625
C 2.776 2.492 2.961
H -1.420 4.997 1.441
H -2.679 3.853 1.928
H -2.052 3.820 0.273
H 0.837 4.330 2.253
H -1.977 1.417 1.312
H 3.040 3.546 2.946
H 3.483 1.920 2.360
H 2.848 2.116 3.984
```

Entry 3:
C24H24N7O4OsSSe2 | ωB97M-V/def2-TZVPD

Properties
Kohn-Sham gap (alpha / beta): 7.4 / 5.5 eV
LUMO energy (alpha / beta): -10.0 / -12.0 eV
Total charge: +3
Energy above the lowest of the compared OMol25 structures with the same formula, charge and spin: 0.0 kJ/mol
HOMO level (alpha / beta): -17.469 / -17.467 eV
2S+1: 5

Geometry as XYZ:
```
63
C24H24N7O4OsSSe2 (ωB97M-V/def2-TZVPD)
Os -0.089 -0.052 -1.081
O 0.316 -1.086 0.622
C -0.157 -2.190 0.098
O -0.428 -2.037 -1.162
C -0.429 -3.393 0.817
C 0.086 -3.607 2.106
C -0.206 -4.784 2.764
C -1.026 -5.736 2.160
C -1.537 -5.489 0.897
C -1.242 -4.347 0.195
N -2.441 -6.482 0.263
O -2.519 -7.563 0.790
O -3.002 -6.124 -0.753
H 0.719 -2.862 2.570
H 0.199 -4.973 3.748
H -1.272 -6.665 2.658
H -1.646 -4.207 -0.797
C 2.362 1.223 2.947
C 3.381 1.445 1.845
N 2.893 0.802 0.605
C 3.153 1.091 -0.657
S 2.211 0.261 -1.916
N 4.074 1.916 -1.104
C 5.244 2.526 -0.419
C 5.075 4.020 -0.226
H 2.637 1.807 3.823
H 2.327 0.175 3.249
H 1.363 1.535 2.631
H 4.343 1.013 2.121
H 3.517 2.507 1.648
H 2.254 0.033 0.748
H 4.068 2.048 -2.106
H 6.099 2.309 -1.059
H 5.412 2.001 0.514
H 4.838 4.516 -1.168
H 6.008 4.445 0.140
H 4.293 4.253 0.499
Se 0.299 3.347 -0.973
N -0.372 1.789 -0.274
C -1.066 2.088 0.848
C -1.773 1.203 1.683
C -2.418 1.727 2.771
C -2.404 3.118 3.094
C -1.738 4.003 2.313
C -1.053 3.503 1.161
N -0.392 4.279 0.327
H -1.812 0.141 1.484
H -2.972 1.059 3.420
H -2.939 3.456 3.971
H -1.711 5.064 2.517
Se -0.026 0.965 -4.350
N -0.923 0.340 -2.849
C -2.173 -0.032 -3.234
C -3.189 -0.555 -2.424
C -4.387 -0.873 -3.021
C -4.638 -0.686 -4.409
C -3.681 -0.167 -5.222
C -2.419 0.173 -4.645
N -1.424 0.681 -5.342
H -3.051 -0.709 -1.362
H -5.180 -1.284 -2.409
H -5.605 -0.958 -4.807
H -3.834 -0.001 -6.279
```

Entry 4:
C24H24N8 | ωB97M-V/def2-TZVPD

Properties
Kohn-Sham gap: 7.7 eV
LUMO energy: -0.3 eV
SMILES: Cc1ccc2nc(N3CCN(Cc4nnnn4Cc4ccccc4)CC3)c(C#N)cc2c1
HOMO level: -8.022 eV

Geometry as XYZ:
```
56
C24H24N8 (ωB97M-V/def2-TZVPD)
C -0.124 -0.717 6.604
C 0.292 -0.410 5.198
C 0.596 -1.401 4.302
C 0.983 -1.089 2.984
C 1.254 -2.055 2.003
C 1.621 -1.684 0.725
C 1.775 -2.749 -0.182
N 1.840 -3.697 -0.830
C 1.753 -0.280 0.428
N 1.447 0.624 1.342
C 1.071 0.268 2.576
C 0.751 1.274 3.513
C 0.374 0.936 4.781
H 0.131 1.710 5.495
H 0.818 2.304 3.199
N 2.245 0.210 -0.738
C 2.450 -0.527 -1.960
H 3.345 -0.120 -2.444
C 1.252 -0.329 -2.892
N 1.090 1.089 -3.149
C 0.199 1.397 -4.254
C -0.973 0.492 -4.427
N -1.057 -0.422 -5.368
N -2.232 -1.013 -5.227
N -2.879 -0.521 -4.258
N -2.127 0.443 -3.710
C -2.586 1.171 -2.563
C -2.295 0.464 -1.255
C -2.165 -0.917 -1.192
C -1.925 -1.539 0.022
C -1.831 -0.791 1.181
C -1.958 0.587 1.124
C -2.184 1.211 -0.088
H -2.282 2.287 -0.131
H -1.877 1.175 2.026
H -1.661 -1.277 2.130
H -1.818 -2.613 0.055
H -2.266 -1.516 -2.085
H -2.133 2.167 -2.569
H -3.672 1.276 -2.672
H 0.776 1.306 -5.182
H -0.139 2.432 -4.156
C 0.881 1.829 -1.920
C 2.100 1.623 -1.017
H 3.001 1.967 -1.530
H 1.973 2.153 -0.074
H -0.009 1.494 -1.363
H 0.779 2.889 -2.160
H 0.360 -0.772 -2.412
H 1.425 -0.840 -3.840
H 2.610 -1.584 -1.766
H 1.156 -3.106 2.241
H 0.540 -2.442 4.591
H 0.568 -0.261 7.311
H -1.116 -0.312 6.802
H -0.145 -1.789 6.780
```

Entry 5:
C24H24N9PbS | ωB97M-V/def2-TZVPD

Properties
Kohn-Sham gap: 6.7 eV
LUMO energy: -7.7 eV
Total charge: +3
Energy above the lowest of the compared OMol25 structures with the same formula, charge and spin: 0.0 kJ/mol
HOMO level: -14.346 eV

Geometry as XYZ:
```
59
C24H24N9PbS (ωB97M-V/def2-TZVPD)
Pb -6.874 2.567 -4.507
C 14.744 -4.746 6.889
C 14.210 -5.682 7.964
N 15.205 -6.729 8.183
N 14.785 -7.868 8.354
C 13.383 -7.949 8.075
N 12.841 -9.116 8.217
S 12.752 -6.491 7.552
C 13.997 -5.049 9.352
C 14.211 -3.705 9.589
C 13.998 -3.241 10.883
C 13.596 -4.131 11.859
C 13.411 -5.464 11.509
N 13.604 -5.914 10.276
H 14.966 -5.307 5.983
H 14.035 -3.956 6.650
H 15.667 -4.295 7.248
H 13.438 -9.879 8.517
H 11.860 -9.294 8.066
H 14.538 -3.032 8.810
H 14.152 -2.196 11.116
H 13.428 -3.810 12.877
H 13.095 -6.193 12.245
C -8.998 1.389 -6.795
N -7.658 2.026 -6.861
C -7.600 3.262 -7.684
C -7.757 4.490 -6.840
N -7.436 4.530 -5.561
C -7.629 5.850 -5.135
C -7.448 6.444 -3.889
C -7.728 7.791 -3.795
C -8.177 8.531 -4.903
C -8.361 7.950 -6.140
C -8.075 6.592 -6.226
N -8.150 5.688 -7.287
C -9.743 1.807 -5.566
N -9.141 2.204 -4.462
C -10.144 2.430 -3.511
C -10.070 2.867 -2.191
C -11.261 2.987 -1.507
C -12.493 2.687 -2.114
C -12.576 2.258 -3.421
C -11.370 2.137 -4.103
N -11.071 1.750 -5.409
H -8.857 0.307 -6.762
H -9.579 1.609 -7.693
H -7.026 1.354 -7.285
H -8.351 3.240 -8.476
H -6.623 3.299 -8.170
H -7.095 5.887 -3.030
H -7.596 8.296 -2.848
H -8.381 9.585 -4.780
H -8.706 8.522 -6.990
H -8.419 5.909 -8.234
H -9.126 3.091 -1.710
H -11.252 3.315 -0.477
H -13.400 2.795 -1.536
H -13.526 2.027 -3.883
H -11.737 1.449 -6.104
```

Entry 6:
C24H24NO2S | ωB97M-V/def2-TZVPD

Properties
Kohn-Sham gap: 3.3 eV
LUMO energy: -5.5 eV
Total charge: +1
Energy above the lowest of the compared OMol25 structures with the same formula, charge and spin: 0.0 kJ/mol
HOMO level: -8.828 eV

Geometry as XYZ:
```
52
C24H24NO2S (ωB97M-V/def2-TZVPD)
C 1.972 1.108 -3.757
O 0.583 1.392 -3.464
C -0.358 0.496 -3.409
C -1.721 0.895 -3.609
C -2.667 -0.135 -3.838
C -4.022 0.170 -3.901
C -4.453 1.503 -3.850
C -3.498 2.532 -3.801
C -2.145 2.250 -3.711
H 2.419 2.100 -3.819
H 2.430 0.521 -2.946
H 2.092 0.595 -4.723
H -0.092 -0.572 -3.433
H -2.290 -1.147 -3.981
H -4.753 -0.640 -3.981
H -5.516 1.731 -3.856
H -3.844 3.566 -3.830
H -1.395 3.038 -3.757
C -1.043 -1.637 -1.138
O -0.975 -1.856 0.282
C -0.324 -0.964 1.091
C -1.071 0.212 1.524
C -0.559 1.492 1.248
C -1.244 2.625 1.688
C -2.453 2.492 2.376
C -2.997 1.220 2.591
C -2.324 0.082 2.158
C 0.935 -1.388 1.534
N 1.677 -0.894 2.586
C 1.253 0.196 3.448
C 2.901 -1.533 2.794
C 3.048 -2.666 1.995
C 4.195 -3.457 2.103
C 5.220 -3.060 2.974
C 5.097 -1.876 3.718
C 3.932 -1.111 3.645
S 1.678 -2.863 0.925
H -1.668 -2.451 -1.529
H -1.502 -0.664 -1.364
H -0.033 -1.688 -1.573
H 0.384 1.556 0.703
H -0.822 3.614 1.501
H -2.981 3.377 2.745
H -3.952 1.113 3.109
H -2.723 -0.920 2.322
H 1.864 0.164 4.352
H 1.402 1.164 2.958
H 0.204 0.098 3.748
H 4.265 -4.365 1.510
H 6.121 -3.671 3.072
H 5.920 -1.554 4.359
H 3.832 -0.187 4.213
```

Entry 7:
C24H24NOPReS3Sb | ωB97M-V/def2-TZVPD

Properties
Kohn-Sham gap (alpha / beta): 6.3 / 6.4 eV
LUMO energy (alpha / beta): -8.1 / -8.0 eV
Total charge: +2
HOMO level (alpha / beta): -14.400 / -14.456 eV

Geometry as XYZ:
```
56
C24H24NOPReS3Sb (ωB97M-V/def2-TZVPD)
Re 0.462 1.521 0.745
S 2.297 5.126 2.338
Sb 0.247 4.485 2.416
S 0.418 1.670 2.845
S -0.213 3.303 -0.170
C 3.701 2.713 -0.289
C 4.025 1.240 -0.096
C 4.267 0.904 1.371
C 3.007 0.299 -0.759
C 3.556 -1.125 -0.906
O 2.531 -1.975 -0.328
C 1.590 -1.219 0.170
N 1.740 0.068 0.005
C 0.523 -1.929 0.898
C 0.861 -3.133 1.503
C -0.091 -3.846 2.222
C -1.386 -3.371 2.317
C -1.743 -2.178 1.693
C -0.798 -1.450 0.987
P -1.272 0.053 0.106
C -2.942 0.517 0.522
C -3.945 0.436 -0.443
C -5.244 0.788 -0.105
C -5.536 1.212 1.183
C -4.534 1.291 2.144
C -3.235 0.951 1.817
C -1.136 -0.345 -1.651
C -1.228 -1.681 -2.049
C -1.155 -2.008 -3.394
C -0.987 -1.012 -4.345
C -0.901 0.318 -3.954
C -0.977 0.654 -2.611
H 4.508 3.330 0.106
H 2.797 3.012 0.251
H 3.568 2.967 -1.341
H 4.952 1.044 -0.648
H 3.393 1.135 1.985
H 5.095 1.499 1.755
H 4.522 -0.145 1.535
H 2.711 0.697 -1.733
H 4.464 -1.297 -0.330
H 3.702 -1.442 -1.935
H 1.871 -3.510 1.424
H 0.186 -4.774 2.701
H -2.132 -3.928 2.866
H -2.765 -1.829 1.754
H -3.723 0.100 -1.447
H -6.026 0.728 -0.850
H -6.550 1.484 1.442
H -4.770 1.621 3.146
H -2.456 1.018 2.568
H -1.368 -2.466 -1.317
H -1.237 -3.042 -3.699
H -0.930 -1.272 -5.393
H -0.782 1.096 -4.695
H -0.931 1.699 -2.330
```

Entry 8:
C24H24O14 | ωB97M-V/def2-TZVPD

Properties
Kohn-Sham gap: 6.6 eV
LUMO energy: -2.4 eV
SMILES: O=C1C=C(O)C(=O)C=C1O.O=C1C=C(O)C(=O)C=C1O.O=C1C=C(O)C(=O)C=C1O.CC(C)=O.CC(C)=O
Energy above the lowest of the compared OMol25 structures with the same formula, charge and spin: 42.0 kJ/mol
HOMO level: -8.963 eV

Geometry as XYZ:
```
62
C24H24O14 (ωB97M-V/def2-TZVPD)
C 1.137 -0.817 1.659
C 0.910 -0.147 0.330
C 0.698 1.238 0.278
O 0.465 1.833 -0.841
C 0.468 1.975 1.514
C 0.739 1.305 2.905
C 1.032 -0.082 2.947
O 1.159 -0.689 4.022
O 0.611 2.037 4.087
O 0.858 -0.777 -0.878
H 1.554 -1.698 1.723
H 0.079 3.006 1.491
H 0.477 2.902 3.861
H 1.059 -0.183 -1.423
C 3.747 0.555 -5.695
C 3.802 0.110 -7.170
C 2.628 -0.465 -7.774
O 2.696 -0.810 -8.938
C 1.411 -0.630 -6.977
C 1.364 -0.060 -5.523
C 2.521 0.504 -4.911
O 2.530 0.821 -3.749
O 0.199 -0.021 -4.843
O 5.038 0.110 -7.858
H 4.547 0.933 -5.119
H 0.683 -1.156 -7.399
H -0.549 -0.538 -5.355
H 4.653 0.265 -8.713
C -2.540 -4.859 -2.973
C -1.415 -3.900 -3.222
C -0.668 -3.974 -4.435
O 0.139 -3.045 -4.720
C -1.072 -5.014 -5.374
C -2.133 -5.982 -5.142
C -2.877 -5.906 -3.771
O -3.782 -6.765 -3.576
O -2.567 -6.790 -6.139
O -1.178 -2.938 -2.350
H -3.009 -4.657 -2.086
H -0.636 -4.836 -6.397
H -3.411 -7.476 -6.226
H -0.251 -2.583 -2.509
C -0.093 6.659 6.418
C 0.373 5.255 5.879
O 0.436 5.082 4.662
C 0.452 4.109 6.867
H 0.889 7.171 6.976
H -0.925 6.510 7.088
H -0.329 7.330 5.723
H 0.759 3.139 6.426
H -0.472 4.011 7.529
H 1.318 4.312 7.561
C -3.035 1.536 6.563
C -2.054 0.455 6.717
O -1.473 0.216 7.724
C -1.822 -0.349 5.491
H -2.922 2.031 7.519
H -3.946 1.348 6.757
H -2.912 2.205 5.718
H -1.222 -1.196 5.845
H -1.394 0.226 4.674
H -2.716 -0.857 5.130
```

Number 1: electronic energy -1771.9211 Ha. Number 2: electronic energy -1825.5681 Ha. Number 3: electronic energy -6903.8024 Ha. Number 4: electronic energy -1366.9883 Ha. Number 5: electronic energy -2012.0376 Ha. Number 6: electronic energy -1532.0369 Ha. Number 7: electronic energy -2912.9243 Ha. Number 8: electronic energy -1981.8735 Ha.